Entry i
Molecular formula: C6H17N2
Method: DFT, wB97M-V/def2-TZVPD

## Properties
net charge = +1
SMILES string = CC(C)N(C)CC[NH3+]
Kohn-Sham gap = 7.81 eV
HOMO energy = -11.7 eV

The geometry in XYZ format:
```
25
Properties=species:S:1:pos:R:3:mulliken_charge:R:1
C -1.00186 2.08303 0.45046 -1.201
C -1.10036 0.99231 -0.57022 0.178
C -2.07950 -0.00149 -0.04182 -1.312
N 0.22569 0.33360 -0.74702 0.200
C 0.99778 0.77162 -1.90911 -1.127
C 0.94028 -0.07271 0.36883 -0.862
C 1.36000 -1.54838 0.15751 -0.532
N 0.84807 -2.47571 1.29765 -0.381
H -0.01021 2.65984 0.65023 0.291
H -1.91964 2.72084 0.48215 0.383
H -1.07063 1.73138 1.50213 0.361
H -1.65552 1.45511 -1.53925 0.288
H -1.73167 -0.64162 0.76096 0.260
H -2.57554 -0.51024 -0.81083 0.408
H -3.05161 0.66494 0.28049 0.338
H 2.17468 0.84048 -1.62012 0.331
H 0.71065 0.16400 -2.81874 0.298
H 0.82720 1.89621 -2.05831 0.400
H 0.36675 -0.05977 1.28662 0.383
H 1.83323 0.64941 0.57928 0.476
H 1.21136 -1.93646 -0.89803 0.353
H 2.46565 -1.53183 0.30906 0.295
H 0.52366 -1.99624 2.22330 0.403
H 0.06582 -2.99227 1.02054 0.355
H 1.64572 -3.19602 1.64425 0.414
```

Entry ii
Molecular formula: C6H17N2
Method: DFT, wB97M-V/def2-TZVPD

## Properties
net charge = +1
Kohn-Sham gap = 9.20 eV
HOMO energy = -12.0 eV

The geometry in XYZ format:
```
25
Properties=species:S:1:pos:R:3:mulliken_charge:R:1
C 0.98934 -0.95788 1.02526 -1.488
C -0.29170 -1.33605 1.03611 0.211
N -1.21591 -1.04588 2.01647 -0.186
C -2.18384 -2.11043 2.33708 -0.916
H 1.42162 -0.48793 1.90244 0.292
H 1.61742 -1.19228 0.17981 0.444
H -0.70712 -1.90438 0.20726 0.434
H -0.76641 -0.67172 2.84300 0.258
H -2.91015 -1.71476 3.03572 0.316
H -2.69085 -2.38730 1.41862 0.327
H -1.69358 -2.98795 2.75081 0.335
C 2.45388 0.97652 -1.80719 -1.210
C 0.94819 0.85470 -1.94914 -0.465
N 0.25016 1.51577 -0.78765 -0.161
C -1.24095 1.44426 -0.85376 -0.816
H 2.75464 0.75867 -0.77928 0.352
H 2.94604 0.25532 -2.45792 0.348
H 2.80821 1.97305 -2.06904 0.392
H 0.55411 1.34926 -2.83527 0.483
H 0.60887 -0.17962 -1.95635 0.348
H 0.55883 2.48772 -0.75872 0.381
H 0.54912 1.06258 0.09044 0.283
H -1.56780 1.80479 -1.82864 0.361
H -1.65860 2.07626 -0.07630 0.358
H -1.53352 0.41726 -0.68375 0.318
```

Entry iii
Molecular formula: C6H17N2
Method: DFT, wB97M-V/def2-TZVPD

## Properties
net charge = +1
Kohn-Sham gap = 4.62 eV
HOMO energy = -13.1 eV

The geometry in XYZ format:
```
25
Properties=species:S:1:pos:R:3:mulliken_charge:R:1
N 0.09388 -0.21485 2.66536 -0.626
C -1.39674 -0.29581 2.18477 0.275
C -2.13481 0.98132 2.40264 -1.119
N 0.44916 0.09547 -0.48249 0.259
C 1.53068 0.77147 -1.14085 -0.419
C 2.91230 0.09895 -0.95390 -0.943
C -0.11520 -0.85861 -1.45929 -0.606
C -1.14460 -0.33853 -2.47277 -0.924
H -2.01514 1.39997 3.40480 0.339
H 0.68833 0.00919 1.75155 0.213
H 0.51963 -1.13705 2.85734 0.312
H -1.36370 -0.70673 1.14874 -0.127
H -1.87619 -1.18159 2.78968 0.340
H -1.67827 1.70950 1.75154 0.258
H -3.21426 0.90788 2.11345 0.318
H 1.27330 1.06851 -2.20390 0.320
H 1.62308 1.72857 -0.60952 0.369
H 3.72506 0.68132 -1.29873 0.375
H 2.90645 -0.88559 -1.41733 0.319
H 3.01226 -0.01856 0.15226 0.298
H 0.72941 -1.31932 -2.22511 0.304
H -0.52161 -1.74744 -0.88660 0.454
H -1.87479 0.27297 -1.94803 0.330
H -0.55973 0.24315 -3.16374 0.335
H -1.56851 -1.26419 -2.95987 0.345
```

Which one sits at the top of the stability order? entry ii does.

Entry i
Molecular formula: C3H8O2
Method: DFT, wB97M-V/def2-TZVPD

## Properties
net charge = 0
SMILES string = C[C@@H](O)CO
Kohn-Sham gap = 10.74 eV
HOMO energy = -10.1 eV

The geometry in XYZ format:
```
13
Properties=species:S:1:pos:R:3:mulliken_charge:R:1
C 1.23366 -0.78451 -0.28775 -0.967
C 0.52946 0.37124 0.36394 0.039
O 0.70831 1.53816 -0.32196 -0.542
C -1.01607 0.21361 0.61810 -0.422
O -1.47827 0.01035 -0.68701 -0.541
H 0.93040 -1.68849 0.30522 0.282
H 0.86031 -0.94314 -1.32069 0.281
H 2.39719 -0.51726 -0.19675 0.262
H 1.00445 0.44103 1.33947 0.401
H 0.24836 1.33923 -1.14251 0.394
H -1.27495 -0.81082 1.07162 0.243
H -1.66486 1.00809 1.04752 0.281
H -2.47799 -0.17750 -0.78920 0.289
```

Entry ii
Molecular formula: C3H8O2
Method: DFT, wB97M-V/def2-TZVPD

## Properties
net charge = 0
Kohn-Sham gap = 10.76 eV
HOMO energy = -9.9 eV

The geometry in XYZ format:
```
13
Properties=species:S:1:pos:R:3:mulliken_charge:R:1
C -0.34076 0.33559 -2.02110 -0.493
C 0.90867 0.06937 0.01709 -0.333
C -0.43444 -0.60453 2.04716 -0.573
H -0.96465 -0.84626 -2.39544 0.206
H -0.99335 1.16111 -1.26810 0.232
H 0.00600 1.06347 -3.17209 0.211
H 0.54548 1.09754 0.20564 0.334
H 2.04225 0.15611 0.28269 0.265
H -1.08126 -1.40169 2.27721 0.240
H -1.10676 0.37829 2.05488 0.250
H 0.46140 -0.43719 2.73298 0.265
O 0.87833 -0.10424 -1.37769 -0.307
O 0.07909 -0.86756 0.61677 -0.296
```

Entry iii
Molecular formula: C3H8O2
Method: DFT, wB97M-V/def2-TZVPD

## Properties
net charge = 0
SMILES string = CC(C)OO
Kohn-Sham gap = 11.12 eV
HOMO energy = -10.1 eV

The geometry in XYZ format:
```
13
Properties=species:S:1:pos:R:3:mulliken_charge:R:1
C 0.02881 0.56000 1.48001 -1.345
C -0.36765 0.09157 0.08625 0.723
C 0.69944 0.46182 -0.93642 -1.370
O -0.51662 -1.33192 0.13941 -0.291
O -1.25289 -1.71385 -1.05799 -0.380
H 0.24669 1.63218 1.49702 0.374
H 0.90651 0.01442 1.84420 0.349
H -0.78094 0.36069 2.19046 0.318
H -1.32692 0.54949 -0.18396 0.258
H 0.38007 0.18089 -1.94566 0.334
H 1.63407 -0.07477 -0.74107 0.325
H 0.89993 1.53763 -0.93073 0.374
H -0.55051 -2.26814 -1.44154 0.330
```

Which one sits at the top of the stability order? entry i does.

Entry i
Molecular formula: C3H8O2
Method: DFT, wB97M-V/def2-TZVPD

## Properties
net charge = 0
SMILES string = COCCO
Kohn-Sham gap = 10.92 eV
HOMO energy = -9.9 eV

The geometry in XYZ format:
```
13
Properties=species:S:1:pos:R:3:mulliken_charge:R:1
C 0.92297 0.62959 -1.38403 -0.587
O 0.25515 -0.56461 -0.87183 -0.380
C 0.37943 -0.63973 0.54643 -0.395
C -0.87257 -0.02985 1.15058 -0.322
O -2.02672 -0.63736 0.58316 -0.519
H 0.63868 0.63479 -2.45623 0.249
H 0.56528 1.62974 -0.89885 0.245
H 2.06947 0.57027 -1.20388 0.254
H 0.48244 -1.70264 0.77779 0.278
H 1.31168 -0.13488 0.89329 0.321
H -0.90849 1.08022 0.97499 0.193
H -0.91120 -0.16615 2.24442 0.320
H -1.90613 -0.66940 -0.35582 0.343
```

Entry ii
Molecular formula: C3H8O2
Method: DFT, wB97M-V/def2-TZVPD

## Properties
net charge = 0
SMILES string = C=O.CCO
Kohn-Sham gap = 11.06 eV
HOMO energy = -10.2 eV

The geometry in XYZ format:
```
13
Properties=species:S:1:pos:R:3:mulliken_charge:R:1
C 1.93450 -0.53610 1.43480 -0.124
O 1.64940 0.61801 1.27048 -0.396
H 2.65444 -0.81054 2.22865 0.265
H 1.47630 -1.36210 0.86546 0.229
C -0.60611 1.08019 -0.72967 -0.837
C -1.19529 -0.24126 -0.25222 -0.289
O -0.69256 -1.41118 -0.89353 -0.512
H 0.00248 1.56751 0.02187 0.207
H -1.41097 1.78720 -0.95619 0.312
H 0.00389 1.04525 -1.63735 0.302
H -0.96126 -0.36950 0.80534 0.248
H -2.28444 -0.19240 -0.33044 0.294
H -0.57037 -1.17508 -1.82721 0.302
```

Which one sits at the top of the stability order? entry i does.

Entry i
Molecular formula: C3H8O2
Method: DFT, wB97M-V/def2-TZVPD

## Properties
net charge = 0
Kohn-Sham gap = 9.01 eV
HOMO energy = -8.6 eV

The geometry in XYZ format:
```
13
Properties=species:S:1:pos:R:3:mulliken_charge:R:1
C -1.59320 0.31832 0.33371 -1.301
C -0.37988 -0.54822 -0.19745 0.581
O -0.10052 -0.51542 -1.51937 -0.842
C 0.70098 0.18085 0.51402 -0.547
O 2.09872 -0.37188 -0.42563 -0.581
H -1.53325 1.35727 -0.01777 0.355
H -1.74848 0.31894 1.43022 0.370
H -2.45106 -0.15345 -0.13020 0.320
H -0.53921 -1.56796 0.22828 0.206
H 1.32999 -0.55363 -1.23941 0.427
H 0.73847 1.22765 0.23236 0.295
H 0.79393 -0.02385 1.58785 0.353
H 2.66851 0.33868 -0.78909 0.362
```

Entry ii
Molecular formula: C3H8O2
Method: DFT, wB97M-V/def2-TZVPD

## Properties
net charge = 0
Kohn-Sham gap = 10.77 eV
HOMO energy = -10.1 eV

The geometry in XYZ format:
```
13
Properties=species:S:1:pos:R:3:mulliken_charge:R:1
C 0.20680 -0.30542 1.51977 -1.285
C 0.12377 0.49394 0.23592 0.373
O 1.39477 1.02948 -0.07178 -0.531
C -0.25230 -0.38331 -0.93611 -0.299
O -0.29667 0.30154 -2.15343 -0.600
H 0.94520 -1.10919 1.41745 0.353
H -0.76791 -0.74872 1.75885 0.364
H 0.50945 0.33603 2.35138 0.313
H -0.63348 1.29483 0.32158 0.199
H 1.31403 1.38605 -0.97346 0.349
H 0.25899 -1.35103 -0.98106 0.317
H -1.51489 -0.75076 -0.71663 0.172
H -1.28775 -0.19343 -1.77247 0.275
```

Entry iii
Molecular formula: C3H8O2
Method: DFT, wB97M-V/def2-TZVPD

## Properties
net charge = 0
SMILES string = CCC=O.O
Kohn-Sham gap = 10.46 eV
HOMO energy = -9.9 eV

The geometry in XYZ format:
```
13
Properties=species:S:1:pos:R:3:mulliken_charge:R:1
C 0.23836 0.48302 0.71393 -0.995
C 1.77224 0.42158 0.65273 -0.233
C 2.31554 -0.84954 0.08288 0.021
O 2.34004 -1.92931 0.69010 -0.492
H -0.22550 0.12902 -0.22209 0.314
H -0.03838 1.53986 0.86595 0.281
H -0.16408 -0.11013 1.55227 0.296
H 2.11412 1.21522 -0.03915 0.244
H 2.32568 0.54282 1.60377 0.272
H 2.55631 -0.74543 -1.00288 0.294
O -4.52878 -0.16653 -2.01043 -0.647
H -4.57942 -1.00780 -1.50252 0.326
H -4.12615 0.47722 -1.38455 0.320
```

Which one sits at the top of the stability order? entry iii does.